[1]
{
  "formula": "C15H23F3IN2O2",
  "method": "ωB97M-V with the def2-TZVPD basis set",
  "elements": ["C", "C", "O", "C", "C", "C", "C", "I", "C", "F", "N", "C", "C", "F", "C", "C", "O", "F", "H", "H", "H", "H", "H", "H", "H", "H", "H", "H", "H", "H", "H", "H", "H", "H", "H", "H", "N", "C", "C", "C", "C", "H", "H", "H", "H", "H"],
  "coordinates": [[-2.9606, -2.1510, -2.6399], [-3.5845, -2.4499, -1.2846], [-2.5899, -2.9019, -0.3538], [-2.4878, -2.1823, 0.8471], [-1.6211, -0.9378, 0.6584], [-1.9233, 0.3396, 1.4204], [-0.7067, 1.2392, 1.0574], [-1.2459, 2.6803, -0.4209], [0.3691, 0.2578, 0.5554], [0.4855, 0.2327, -0.8079], [-0.1312, -1.1272, 0.9162], [0.1137, -1.5328, 2.3602], [0.9755, -0.5818, 3.1976], [0.7118, -0.9270, 4.5193], [0.4201, -2.1947, -0.0066], [1.9400, -2.2094, 0.0115], [2.6727, -1.6133, -0.6960], [2.3866, -2.9950, 1.0034], [-3.7417, -2.1428, -3.4008], [-2.2226, -2.9119, -2.8939], [-2.4896, -1.1651, -2.6547], [-4.3388, -3.2355, -1.3744], [-4.0829, -1.5549, -0.8982], [-3.4647, -1.8731, 1.2359], [-2.0652, -2.8713, 1.5844], [-1.7088, -0.6708, -0.3997], [-1.9455, 0.2035, 2.5036], [-2.8758, 0.7520, 1.0925], [-0.3686, 1.7769, 1.9376], [1.3682, 0.4461, 0.9511], [-0.8409, -1.6665, 2.8610], [0.6168, -2.4970, 2.3400], [0.7168, 0.4687, 3.0707], [2.0407, -0.7419, 3.0152], [0.0500, -2.0287, -1.0145], [0.0501, -3.1565, 0.3473], [2.5287, 4.5643, -1.0614], [2.6769, 3.2576, -1.4460], [3.6302, 3.2138, -2.4270], [4.0743, 4.5459, -2.6440], [3.3770, 5.3542, -1.7882], [1.8944, 4.8958, -0.3597], [2.0917, 2.4741, -0.9959], [3.9722, 2.3276, -2.9343], [4.8201, 4.8715, -3.3486], [3.4129, 6.4186, -1.6350]],
  "forces_ev_per_angstrom": [[-0.1, 0.1, 0.2], [-0.1, 0.1, -0.2], [0.2, 0.0, 0.2], [0.0, -0.2, 0.0], [-0.7, 0.2, -0.1], [0.4, 0.1, 0.1], [-0.6, -0.4, 0.0], [0.1, 0.0, 0.1], [0.5, 0.5, -0.5], [-0.1, 0.2, 0.4], [-0.2, -0.5, -0.3], [0.4, 0.0, 0.2], [-0.1, -0.3, 0.5], [0.1, 0.1, -0.5], [-0.1, -0.2, 0.0], [0.3, 0.5, -0.4], [-0.4, -0.3, 0.3], [0.1, -0.1, 0.1], [0.1, 0.0, 0.0], [-0.1, 0.0, -0.1], [0.1, -0.1, 0.0], [0.1, 0.0, 0.1], [0.0, 0.0, 0.1], [0.0, 0.0, -0.1], [0.0, 0.1, 0.0], [0.2, -0.1, 0.0], [-0.2, -0.1, 0.0], [0.1, 0.0, 0.1], [0.1, 0.2, -0.2], [-0.1, -0.2, 0.1], [0.0, 0.1, -0.1], [-0.2, 0.0, 0.0], [0.0, 0.0, 0.1], [0.0, 0.1, 0.0], [0.1, 0.1, 0.1], [-0.1, 0.1, 0.0], [0.0, 0.0, 0.0], [0.0, 0.0, 0.0], [0.0, 0.0, 0.0], [0.0, 0.0, 0.0], [0.0, 0.0, 0.0], [0.0, 0.0, 0.0], [0.0, 0.0, 0.0], [0.0, 0.0, 0.0], [0.0, 0.0, 0.0], [0.0, 0.0, 0.0]],
  "mulliken_charge": [-1.1290, -0.2566, -0.3681, -1.2048, 0.4863, -0.8852, -0.9911, 0.1903, -0.3419, -0.3140, 0.6874, -0.6819, -0.2836, -0.3411, -0.5694, 0.2117, -0.3857, -0.2304, 0.4139, 0.2675, 0.2600, 0.4242, 0.2750, 0.4821, 0.3431, 0.1406, 0.2569, 0.5881, 0.6790, 0.7280, 0.4412, 0.5635, 0.1021, 0.3787, 0.4510, 0.6180, 0.0712, -0.1475, -0.5097, -0.4847, -0.4816, 0.1899, 0.1653, 0.3996, 0.3993, 0.3926],
  "gap_ev": 7.05,
  "largest_force_ha_per_bohr": 0.0163,
  "e_tot_ha": -1442.34728,
  "total_charge": 1
}

=====

[2]
{
  "formula": "C15H23IN3O12",
  "method": "ωB97M-V with the def2-TZVPD basis set",
  "elements": ["N", "C", "N", "C", "C", "N", "I", "H", "H", "H", "H", "H", "H", "H", "C", "C", "O", "C", "O", "O", "H", "H", "H", "H", "C", "C", "O", "C", "O", "O", "H", "H", "H", "H", "C", "C", "O", "C", "O", "O", "H", "H", "H", "H", "C", "C", "O", "C", "O", "O", "H", "H", "H", "H"],
  "coordinates": [[1.2579, 0.4308, 0.0127], [-0.0186, 0.5185, 0.2602], [-0.6666, 1.6394, 0.7065], [-1.8322, 1.6535, -0.2217], [-2.2611, 0.2083, -0.0344], [-0.9294, -0.5174, 0.0500], [-0.6265, -1.3060, -1.8895], [1.7133, 1.2147, -0.4386], [1.7754, -0.4115, 0.2202], [-1.0778, 1.4571, 1.6263], [-1.3759, 1.7025, -1.2066], [-2.5572, 2.4127, 0.0012], [-2.9375, -0.2144, -0.7520], [-2.6593, 0.1317, 0.9782], [-3.4356, 3.6550, 4.7005], [-3.4550, 2.5628, 3.6498], [-2.0508, 2.3311, 3.4350], [-1.3791, 2.7344, 4.5539], [-0.2317, 2.5065, 4.7456], [-2.1993, 3.4004, 5.3825], [-4.2701, 3.5990, 5.3927], [-3.3965, 4.6543, 4.2661], [-3.9129, 1.6403, 4.0093], [-3.9405, 2.8672, 2.7259], [3.9040, -4.3584, -3.6294], [3.4194, -4.6779, -2.2304], [2.0580, -4.2215, -2.2710], [1.6512, -4.2279, -3.5638], [0.5254, -4.0808, -3.9197], [2.6940, -4.4360, -4.3931], [4.6369, -5.0664, -4.0042], [4.3076, -3.3478, -3.7136], [3.4239, -5.7470, -2.0178], [3.9738, -4.1587, -1.4538], [1.5464, -0.8524, 3.9840], [0.4627, -1.7317, 3.3891], [1.0398, -3.0314, 3.4566], [1.9859, -3.0228, 4.4412], [2.5326, -3.9839, 4.8545], [2.2067, -1.7518, 4.8719], [1.1575, 0.0092, 4.5220], [2.2661, -0.5059, 3.2358], [-0.4518, -1.7161, 3.9849], [0.2270, -1.4620, 2.3616], [0.2595, 1.5496, -5.0615], [-0.5612, 2.4443, -5.9638], [-1.3340, 3.1900, -5.0096], [-0.6799, 3.1879, -3.8317], [-0.9797, 3.8332, -2.8801], [0.3688, 2.3236, -3.8594], [1.2431, 1.3240, -5.4641], [-0.2563, 0.6164, -4.8279], [0.0527, 3.1344, -6.5429], [-1.2127, 1.8966, -6.6379]],
  "forces_ev_per_angstrom": [[0.6, 0.2, 0.5], [-2.0, -2.0, 0.5], [0.0, 1.6, -0.7], [0.7, -1.4, -0.2], [0.0, 0.2, 1.8], [0.8, 1.3, -2.2], [0.2, -0.8, 0.3], [0.3, 0.3, 0.8], [-0.1, -0.2, -0.8], [0.7, 0.4, 0.6], [-0.5, 0.8, -0.4], [-0.1, 0.3, 0.0], [-0.1, -0.3, -0.2], [-0.5, -0.2, 0.0], [-0.1, 0.1, 0.0], [-0.1, 0.0, 0.0], [-0.3, -0.1, -0.2], [0.1, 0.1, 0.2], [0.1, -0.1, -0.1], [0.0, -0.1, -0.2], [0.1, -0.1, 0.1], [0.0, 0.0, 0.0], [0.0, 0.0, 0.1], [0.2, 0.0, -0.1], [0.2, 0.0, 0.0], [0.1, -0.1, 0.1], [0.0, 0.1, -0.1], [0.2, -0.2, 0.0], [-0.1, 0.3, 0.1], [0.0, 0.0, 0.1], [-0.1, -0.1, -0.1], [0.0, 0.0, 0.0], [0.0, 0.0, 0.0], [-0.1, 0.1, 0.0], [0.0, 0.1, 0.1], [0.0, 0.2, 0.1], [0.0, 0.1, -0.1], [0.0, 0.1, 0.1], [0.0, -0.1, 0.0], [-0.1, -0.1, -0.1], [0.1, -0.1, 0.1], [0.0, 0.0, 0.0], [0.0, 0.0, 0.0], [0.0, -0.3, -0.1], [0.1, -0.3, -0.2], [0.0, 0.0, -0.1], [0.1, 0.0, 0.0], [-0.1, 0.0, -0.1], [-0.1, 0.0, 0.2], [-0.1, -0.1, -0.1], [0.1, 0.1, 0.1], [0.0, 0.0, 0.0], [0.0, 0.0, 0.1], [-0.2, 0.1, 0.1]],
  "mulliken_charge": [-0.1162, 0.2316, -0.1806, 0.1231, -0.5077, -0.5656, 0.3311, 0.2444, 0.2915, 0.2366, -0.1565, 0.3715, 0.4883, 0.2673, -0.3977, -0.3629, -0.2346, 0.5249, -0.4825, -0.3392, 0.3234, 0.2726, 0.2788, 0.3316, -0.3027, -0.2851, -0.2864, 0.6277, -0.5225, -0.3136, 0.2963, 0.2455, 0.2676, 0.2864, -0.2444, 0.0375, -0.3696, 0.6122, -0.4781, -0.3387, 0.2541, 0.2552, 0.2596, -0.0011, -0.2203, -0.3650, -0.3249, 0.7054, -0.5418, -0.2895, 0.3123, 0.1756, 0.2677, 0.3077],
  "gap_ev": 8.10,
  "largest_force_ha_per_bohr": 0.0548,
  "e_tot_ha": -1949.96208,
  "total_charge": 1
}

=====

[3]
{
  "formula": "C15H23N11O",
  "method": "ωB97M-V with the def2-TZVPD basis set",
  "elements": ["C", "N", "N", "N", "N", "C", "C", "N", "N", "N", "C", "C", "N", "C", "C", "C", "O", "C", "N", "C", "N", "C", "C", "C", "C", "N", "C", "H", "H", "H", "H", "H", "H", "H", "H", "H", "H", "H", "H", "H", "H", "H", "H", "H", "H", "H", "H", "H", "H", "H"],
  "coordinates": [[-2.5255, -2.6495, 0.0968], [-3.8586, -2.5940, -0.3090], [-4.6490, -3.6494, -0.5653], [-5.6063, -3.2301, -1.3454], [-5.5781, -1.8348, -1.5056], [-4.5197, -1.4366, -0.8194], [-4.3032, 0.0518, -0.7027], [-3.2416, 0.5041, 0.1727], [-3.4149, 0.6018, 1.5582], [-2.1650, 0.6419, 1.9869], [-1.3319, 0.6460, 0.9818], [-0.0035, 0.6497, 1.1539], [0.7212, 0.5919, 2.2983], [0.6341, 1.7872, 3.1509], [1.7065, 1.5586, 4.1902], [2.7051, 0.6846, 3.4576], [3.3682, 1.3742, 2.3887], [1.8266, -0.2665, 2.7102], [0.7149, 0.5941, 0.0347], [0.0458, 0.7002, -1.1427], [0.8236, 0.8936, -2.2100], [2.1545, 0.2748, -2.5828], [1.8692, -1.1984, -2.9240], [2.4616, 0.9917, -3.9223], [3.1849, 0.5801, -1.5221], [-1.2346, 0.7338, -1.3924], [-1.9133, 0.6102, -0.2020], [-2.5429, -2.3378, 1.1317], [-1.8912, -1.9759, -0.4888], [-1.9377, -3.5798, -0.0360], [-3.9615, 0.3256, -1.6922], [-5.2294, 0.4699, -0.3263], [-0.3646, 1.8119, 3.5922], [0.9252, 2.6372, 2.6293], [2.0227, 2.4672, 4.6210], [1.4125, 0.9129, 4.9497], [3.3618, 0.1570, 4.1950], [2.6653, 1.4166, 1.7295], [2.4808, -0.7607, 1.9945], [1.5387, -0.9934, 3.3749], [0.3000, 1.2776, -2.9607], [1.3309, -1.2402, -3.8372], [2.7506, -1.8002, -3.1002], [1.2935, -1.7421, -2.1626], [2.7538, 2.0285, -3.8395], [3.3304, 0.4731, -4.4033], [1.7021, 0.8598, -4.6813], [2.9367, 0.0024, -0.6126], [3.0894, 1.6563, -1.2012], [4.1618, 0.3228, -1.9111]],
  "forces_ev_per_angstrom": [[2.6, 0.0, 1.1], [-3.2, 2.4, -1.9], [-0.2, 1.0, -2.2], [0.2, 0.6, 1.2], [1.4, -1.7, 1.4], [-0.3, -2.6, -0.1], [1.1, -0.4, 0.4], [-0.4, 0.0, -1.0], [3.4, -0.9, -1.5], [-4.3, 0.4, 2.7], [0.0, 0.7, 2.8], [5.3, -1.5, -2.4], [-0.6, 0.5, 1.1], [-0.8, -2.1, 1.7], [0.2, -0.5, -1.2], [0.8, 0.5, -0.3], [0.7, 0.3, 1.0], [0.8, 0.6, -0.7], [-0.5, -0.2, 0.5], [1.8, -0.1, 0.0], [1.5, 0.1, -0.8], [-2.0, 1.1, -0.9], [0.5, -0.3, 1.1], [1.8, -1.3, -0.3], [-0.6, 0.2, 0.9], [-3.2, -0.8, 1.6], [-1.8, 0.4, -2.5], [0.8, 0.0, 0.5], [-0.5, 0.3, 0.1], [-1.3, -0.1, 0.2], [-0.6, 0.7, -0.3], [-0.2, 0.3, -0.6], [0.1, 0.6, -0.1], [-0.1, 1.8, -1.3], [0.8, 1.0, 0.4], [-1.2, -0.9, 1.7], [0.1, 0.6, -1.1], [0.3, 0.3, -0.5], [-0.5, 0.2, -0.8], [-1.4, -2.0, 1.5], [-0.3, -0.1, -0.8], [-0.8, 0.0, -0.8], [0.6, 0.1, 0.1], [0.1, 0.4, 0.0], [-0.2, 0.3, 0.3], [-0.4, 0.4, 0.5], [-0.6, 0.1, 0.1], [0.5, 0.2, -0.5], [0.4, -1.0, -0.6], [0.3, 0.1, 0.2]],
  "mulliken_charge": [-0.7224, 0.6793, -0.4782, -0.3832, -0.3494, 0.2739, -0.4332, 0.6331, -1.1729, -0.1919, 0.8971, -0.2690, 0.0733, -0.6485, -0.8825, 0.0312, -0.6129, -0.6543, -0.1014, -0.1885, -0.0636, 1.4233, -1.5371, -1.8228, -1.2824, -0.7516, 0.1815, 0.3322, 0.1545, 0.3530, 0.2711, 0.3580, 0.4057, 0.4057, 0.3970, 0.3887, 0.4575, 0.3864, 0.2661, 0.5133, 0.3238, 0.3895, 0.4215, 0.2873, 0.4102, 0.4110, 0.4845, 0.1449, 0.3173, 0.4742],
  "gap_ev": 8.86,
  "largest_force_ha_per_bohr": 0.1156,
  "e_tot_ha": -1262.79617,
  "e_above_lowest_ev": 0.000
}

=====

Ordered E_HOMO results: -10.2783 -13.1302 -8.8290; unit eV.